[1]
Formula: C37H47N3O6S2SiTi
Source: OMol25
Level of theory: the ωB97M-V functional and the def2-TZVPD basis

Last column: Löwdin charge in e.
Geometry (Å):
Ti (0.1134, -0.7632, -0.1908)  0.974
C (0.8965, -1.8812, -4.7856)  -0.039
O (2.1143, -2.3338, -4.1842)  -0.068
C (2.0192, -3.1110, -3.0710)  -0.187
C (2.9517, -4.0774, -2.9091)  0.098
C (3.3454, -4.9709, -1.7887)  -0.122
C (2.6690, -4.6860, 0.3105)  -0.083
C (1.8048, -3.3876, 0.2102)  -0.147
C (0.5286, -3.0783, 1.1247)  -0.142
N (0.3171, -1.7140, 1.4810)  -0.175
N (-0.7756, -1.5840, 2.3707)  0.120
C (-1.7236, -0.9444, 1.8036)  -0.443
O (-1.6102, -0.6095, 0.5026)  -0.182
C (-2.9999, -0.6541, 2.4888)  -0.173
C (-3.1382, -0.9383, 3.8443)  -0.020
C (-4.3395, -0.6835, 4.4842)  -0.075
C (-5.4087, -0.1443, 3.7755)  -0.087
C (-5.2704, 0.1389, 2.4243)  -0.075
C (-4.0653, -0.1147, 1.7814)  -0.041
C (1.0199, -2.7751, -2.0595)  -0.178
O (0.4887, -1.6592, -1.9463)  -0.083
H (1.1547, -1.5951, -5.8002)  0.097
H (0.4832, -1.0262, -4.2564)  0.068
H (0.1623, -2.6903, -4.8189)  0.105
H (3.6282, -4.0953, -3.7609)  0.139
H (4.0364, -5.7108, -2.1843)  0.133
H (2.7413, -5.1073, 1.3117)  0.155
H (0.3465, -3.7606, 1.9557)  0.164
H (-2.2919, -1.3429, 4.3836)  0.114
H (-4.4407, -0.8994, 5.5400)  0.102
H (-6.3452, 0.0578, 4.2795)  0.100
H (-6.0972, 0.5645, 1.8701)  0.102
H (-3.9417, 0.1130, 0.7305)  0.109
C (-1.7536, 0.7790, -2.1726)  -0.028
C (-0.6502, 1.7668, -1.8245)  -0.581
C (0.4683, 1.7152, -2.8557)  -0.011
C (-1.2488, 3.1559, -1.7164)  -0.016
O (-0.0979, 1.3450, -0.5118)  -0.317
Si (0.7301, 2.4198, 0.6300)  -0.211
S (1.3978, 1.2576, 2.0935)  0.391
O (-0.3378, 3.5930, 1.0574)  -0.172
C (-1.1957, 3.8414, 2.1742)  -0.651
C (-2.1351, 4.9514, 1.7234)  -0.028
C (-0.3588, 4.2991, 3.3580)  -0.036
C (-1.9756, 2.5809, 2.5044)  -0.037
O (1.7384, 3.1646, -0.4363)  -0.166
C (2.6223, 4.2806, -0.2419)  -0.642
C (3.1964, 4.2774, 1.1702)  -0.042
C (3.7297, 4.1100, -1.2665)  -0.030
C (1.8343, 5.5576, -0.4995)  -0.026
H (-2.1612, 1.0568, -3.1456)  0.100
H (-2.5532, 0.7922, -1.4337)  0.086
H (-1.3999, -0.2513, -2.2806)  0.066
H (0.0362, 1.7769, -3.8581)  0.095
H (1.0302, 0.7815, -2.7735)  0.070
H (1.1717, 2.5320, -2.7128)  0.081
H (-1.7089, 3.4000, -2.6775)  0.101
H (-0.4940, 3.9070, -1.4913)  0.076
H (-2.0117, 3.1950, -0.9386)  0.085
H (-1.5626, 5.8364, 1.4382)  0.084
H (-2.8230, 5.2253, 2.5273)  0.088
H (-2.7212, 4.6274, 0.8602)  0.077
H (0.2152, 5.1887, 3.0864)  0.084
H (0.3323, 3.5138, 3.6654)  0.060
H (-1.0107, 4.5546, 4.1981)  0.088
H (-2.5409, 2.2500, 1.6294)  0.083
H (-2.6835, 2.7638, 3.3182)  0.098
H (-1.2921, 1.7860, 2.8077)  0.051
H (3.6775, 3.3233, 1.3883)  0.080
H (2.4117, 4.4279, 1.9161)  0.070
H (3.9286, 5.0821, 1.2745)  0.090
H (4.2211, 3.1459, -1.1247)  0.091
H (4.4745, 4.9030, -1.1663)  0.087
H (3.3211, 4.1457, -2.2792)  0.082
H (1.0025, 5.6376, 0.2021)  0.075
H (1.4307, 5.5531, -1.5154)  0.085
H (2.4759, 6.4356, -0.3879)  0.089
C (-2.7664, -3.5399, 0.4195)  -0.006
C (-1.5509, -4.0860, -0.2523)  -0.243
C (-1.5401, -5.2234, -0.9639)  -0.018
C (-0.2671, -5.8804, -1.2684)  0.008
C (0.8650, -5.1916, -1.1914)  -0.125
C (2.2444, -5.6052, -0.8828)  -0.126
C (3.9621, -4.2857, -0.4245)  -0.156
C (4.0209, -2.8231, -0.3902)  -0.080
C (2.8262, -2.2798, -0.1069)  -0.559
S (2.4949, -0.5882, -0.2141)  0.742
C (0.7825, -3.7259, -0.9324)  -0.267
N (-0.3430, -3.3503, -0.1149)  0.055
H (-3.6080, -4.2130, 0.2666)  0.087
H (-3.0221, -2.5501, 0.0411)  0.078
H (-2.5981, -3.4355, 1.4941)  0.091
H (-2.4728, -5.7462, -1.1246)  0.107
H (-0.2520, -6.9599, -1.3754)  0.118
H (2.3849, -6.6743, -0.7402)  0.154
H (4.8664, -4.8257, -0.1497)  0.142
H (4.8699, -2.2369, -0.7188)  0.118

Properties
- Orbital gap: 5.2982 eV
- Spin multiplicity: 1



[2]
Formula: C37H48BiClN6O3S2
Source: OMol25
Level of theory: the ωB97M-V functional and the def2-TZVPD basis

Last column: Löwdin charge in e.
Geometry (Å):
Bi (0.0731, -0.5188, -0.0762)  1.570
C (-2.2014, -1.8019, -2.9851)  -0.075
C (-2.2062, -1.8757, -1.6380)  -0.149
C (-1.9620, -0.5158, -1.0957)  -0.458
C (-1.8457, 0.3508, -2.2961)  -0.175
C (-1.9826, -0.4176, -3.3938)  -0.083
H (-2.3706, -2.6239, -3.6662)  0.108
H (-2.3637, -2.7549, -1.0296)  0.105
H (-2.6526, -0.1665, -0.3240)  0.095
H (-1.6982, 1.4227, -2.2619)  0.103
H (-1.9502, -0.0777, -4.4194)  0.110
S (-1.1089, -0.7433, 2.3283)  0.756
C (-0.3948, 0.4843, 3.2159)  -0.611
N (-0.3234, 0.3823, 4.5310)  -0.079
C (-0.0332, 1.5819, 5.3189)  -0.098
C (1.1377, 2.2984, 4.7182)  -0.098
N (0.8507, 2.5954, 3.3105)  -0.071
C (1.5173, 3.7928, 2.7489)  -0.106
C (2.9086, 3.5332, 2.2184)  -0.210
C (3.1481, 3.5341, 0.8478)  -0.050
C (4.4338, 3.3487, 0.3578)  -0.064
C (5.4912, 3.1534, 1.2357)  -0.074
C (5.2586, 3.1499, 2.6056)  -0.079
C (3.9743, 3.3423, 3.0935)  -0.047
C (0.1686, 1.7480, 2.5658)  -0.628
S (-0.0607, 2.0503, 0.9300)  0.676
C (-0.6472, -0.8651, 5.2527)  -0.108
C (-2.1295, -1.1033, 5.4557)  -0.239
C (-2.7306, -2.2483, 4.9483)  -0.067
C (-4.0782, -2.4914, 5.1752)  -0.059
C (-4.8327, -1.5862, 5.9083)  -0.062
C (-4.2379, -0.4392, 6.4157)  -0.061
C (-2.8900, -0.2014, 6.1945)  -0.038
H (0.1778, 1.2941, 6.3441)  0.139
H (-0.9073, 2.2376, 5.3169)  0.148
H (2.0483, 1.6974, 4.7818)  0.136
H (1.3023, 3.2327, 5.2481)  0.140
H (1.5581, 4.5188, 3.5592)  0.136
H (0.8837, 4.1982, 1.9650)  0.097
H (2.3269, 3.7067, 0.1619)  0.091
H (4.6122, 3.3717, -0.7101)  0.107
H (6.4967, 3.0240, 0.8563)  0.111
H (6.0836, 3.0302, 3.2964)  0.110
H (3.8179, 3.3773, 4.1670)  0.113
H (-0.1490, -0.7940, 6.2180)  0.134
H (-0.2129, -1.6918, 4.6902)  0.112
H (-2.1406, -2.9570, 4.3776)  0.107
H (-4.5362, -3.3894, 4.7805)  0.112
H (-5.8823, -1.7777, 6.0895)  0.114
H (-4.8217, 0.2637, 6.9959)  0.113
H (-2.4304, 0.6873, 6.6157)  0.107
Cl (3.1856, -5.0804, 1.5439)  0.633
C (1.5136, -4.7546, 0.9728)  -0.418
C (1.1871, -3.2597, 0.9686)  -0.766
O (1.6574, -2.5226, 1.8360)  -0.083
O (0.4153, -2.9304, 0.0082)  -0.218
H (0.8452, -5.2870, 1.6432)  0.092
H (1.4337, -5.1556, -0.0296)  0.063
C (2.0403, -4.2920, -3.0044)  -0.060
C (3.3522, -3.4987, -2.9576)  -0.202
N (3.7806, -3.0028, -4.2586)  -0.053
C (4.5344, -3.9182, -5.1289)  -0.185
C (3.6733, -4.6405, -6.1591)  -0.061
C (3.4597, -1.7976, -4.7952)  -0.408
O (3.7480, -1.5014, -5.9421)  0.082
C (2.8214, -0.7212, -3.9407)  -0.074
C (3.2824, 0.5748, -4.1578)  0.031
C (2.7461, 1.6293, -3.4395)  -0.021
C (1.7690, 1.3559, -2.4989)  -0.138
N (1.2955, 0.1235, -2.3064)  -0.079
C (1.7849, -0.8852, -3.0376)  -0.086
H (1.5502, -4.2952, -2.0287)  0.044
H (2.2168, -5.3246, -3.3050)  0.079
H (1.3518, -3.8522, -3.7277)  0.082
H (4.1507, -4.1367, -2.5791)  0.116
H (3.2624, -2.6591, -2.2713)  0.099
H (5.0406, -4.6328, -4.4800)  0.117
H (5.2869, -3.3288, -5.6490)  0.122
H (2.9305, -5.2857, -5.6884)  0.065
H (4.3111, -5.2573, -6.7936)  0.083
H (3.1678, -3.9168, -6.7962)  0.077
H (4.0431, 0.7343, -4.9109)  0.134
H (3.0681, 2.6467, -3.6168)  0.117
H (1.3390, 2.1421, -1.8858)  0.093
H (1.2850, -1.8388, -2.9035)  0.105
N (5.4991, -3.7230, 3.2563)  0.169
C (5.3003, -2.3499, 2.6557)  -0.140
C (4.2518, -1.5798, 3.4696)  -0.276
N (3.6656, -0.4471, 2.7775)  0.030
H (6.2825, -4.2181, 2.8302)  0.172
H (4.6554, -4.2935, 3.0873)  0.048
H (5.6698, -3.6576, 4.2594)  0.171
H (4.9535, -2.4955, 1.6354)  0.116
H (6.2588, -1.8357, 2.6409)  0.132
H (4.7103, -1.2145, 4.3929)  0.121
H (3.4350, -2.2598, 3.7236)  0.106
H (3.1474, -0.7558, 1.9639)  0.044
H (4.3552, 0.2419, 2.4987)  0.066

Properties
- Orbital gap: 6.3841 eV
- Spin multiplicity: 1
- Total charge: +2



[3]
Formula: C37H48N16OP2Ti
Source: OMol25
Level of theory: the ωB97M-V functional and the def2-TZVPD basis

Last column: Löwdin spin population.
Geometry (Å):
Ti (0.3158, 0.1336, 1.4194)  0.948
C (1.8289, 0.2825, 4.3305)  0.001
N (1.6723, 1.2094, 3.2025)  -0.004
C (1.1991, 2.5482, 3.5548)  0.001
C (-0.2315, 2.6700, 3.1233)  0.006
N (-0.7997, 1.7569, 2.3739)  0.004
C (-2.1571, 2.0668, 2.3552)  0.002
C (-3.2328, 1.3453, 1.8529)  0.001
C (-4.4918, 1.8816, 2.0362)  0.000
C (-4.6813, 3.0975, 2.7090)  0.000
C (-3.6230, 3.8017, 3.2496)  0.000
C (-2.3623, 3.2480, 3.0697)  0.000
N (-1.1070, 3.6086, 3.5457)  0.004
C (0.7008, -0.6947, 4.3579)  0.005
N (-0.2110, -0.7584, 3.4207)  0.000
C (-1.0943, -1.7685, 3.8150)  0.001
C (-2.2510, -2.2520, 3.2081)  0.000
C (-2.9239, -3.2695, 3.8534)  0.000
C (-2.4720, -3.7939, 5.0721)  0.000
C (-1.3295, -3.3211, 5.6864)  0.000
C (-0.6549, -2.3014, 5.0284)  0.000
N (0.4951, -1.5894, 5.3468)  0.003
H (1.8501, 0.8205, 5.2842)  0.000
H (2.7832, -0.2426, 4.2386)  0.000
H (2.5492, 1.2248, 2.6882)  0.000
H (1.8212, 3.3089, 3.0833)  0.000
H (1.2585, 2.7273, 4.6329)  0.000
H (-3.0861, 0.4006, 1.3479)  0.001
H (-5.3544, 1.3493, 1.6585)  0.000
H (-5.6850, 3.4815, 2.8262)  0.000
H (-3.7762, 4.7223, 3.7945)  0.000
H (-0.8958, 4.3861, 4.1477)  0.000
H (-2.5950, -1.8680, 2.2586)  0.000
H (-3.8157, -3.6828, 3.4030)  0.000
H (-3.0326, -4.5898, 5.5430)  0.000
H (-0.9830, -3.7276, 6.6262)  0.000
H (1.0795, -1.7180, 6.1552)  0.000
N (1.1967, -3.1684, 1.8369)  -0.001
C (2.2391, -2.2707, 1.8651)  0.003
N (3.5001, -2.5720, 2.1299)  0.001
N (4.1497, -1.4022, 2.0288)  0.002
N (3.3429, -0.4538, 1.7182)  0.002
N (2.0875, -0.9710, 1.6147)  0.001
C (0.0641, -2.9094, 1.0957)  0.000
N (-0.7416, -3.8461, 0.6444)  0.002
N (-1.7033, -3.1683, -0.0164)  -0.001
N (-1.4951, -1.9121, 0.0288)  0.006
N (-0.3557, -1.6808, 0.7485)  0.002
H (1.4497, -4.1431, 1.9083)  0.000
C (-3.0063, 0.5809, -1.1797)  0.000
P (-1.1905, 0.7577, -1.1900)  -0.005
C (-0.7835, -0.3228, -2.6507)  -0.001
N (-1.7738, -0.4927, -3.4855)  0.000
C (-1.6056, -1.3240, -4.5427)  0.000
C (-2.6594, -1.5192, -5.4639)  0.000
C (-2.4859, -2.3798, -6.5072)  0.000
C (-1.2668, -3.0825, -6.6739)  0.000
C (-0.2370, -2.9102, -5.7967)  0.000
C (-0.3906, -2.0142, -4.7129)  0.000
N (0.6344, -1.8143, -3.8507)  0.000
C (0.4769, -0.9731, -2.8609)  0.000
P (1.9310, -0.7870, -1.7281)  0.000
C (2.1759, -2.5711, -1.3833)  0.000
C (3.4199, -0.4000, -2.8031)  0.000
C (3.5176, -1.1398, -4.1355)  0.000
C (4.6264, -0.7810, -1.9277)  0.000
C (3.4800, 1.1040, -3.0720)  0.000
C (-1.0113, 2.4871, -1.8834)  -0.001
C (-1.1319, 3.4544, -0.7037)  0.000
C (0.3561, 2.6079, -2.5497)  0.000
C (-2.0820, 2.8263, -2.9243)  0.000
H (-3.3816, 0.5981, -2.1980)  0.000
H (-3.4479, 1.4006, -0.6157)  0.000
H (-3.2665, -0.3697, -0.7224)  0.000
H (-3.5849, -0.9810, -5.3098)  0.000
H (-3.2861, -2.5401, -7.2169)  0.000
H (-1.1584, -3.7623, -7.5079)  0.000
H (0.7037, -3.4345, -5.8982)  0.000
H (2.4754, -3.1102, -2.2802)  0.000
H (1.2298, -2.9978, -1.0520)  0.000
H (2.9252, -2.7114, -0.6042)  0.000
H (3.4541, -2.2195, -4.0202)  0.000
H (4.4822, -0.9068, -4.5944)  0.000
H (2.7348, -0.8319, -4.8261)  0.000
H (4.7508, -1.8605, -1.8543)  0.000
H (4.5488, -0.3821, -0.9113)  0.000
H (5.5354, -0.3724, -2.3739)  0.000
H (2.6725, 1.4378, -3.7245)  0.000
H (4.4241, 1.3403, -3.5670)  0.000
H (3.4419, 1.6874, -2.1466)  0.000
H (-0.3613, 3.2691, 0.0461)  0.000
H (-2.1044, 3.3716, -0.2136)  0.000
H (-1.0289, 4.4830, -1.0589)  0.000
H (1.1598, 2.2863, -1.8928)  0.000
H (0.5376, 3.6422, -2.8539)  0.000
H (0.4012, 1.9898, -3.4489)  0.000
H (-3.0695, 2.9234, -2.4746)  0.000
H (-2.1384, 2.0730, -3.7102)  0.000
H (-1.8347, 3.7841, -3.3897)  0.000
C (2.3189, 2.8476, 0.5166)  0.001
O (1.6989, 1.5647, 0.4075)  0.012
H (3.2387, 2.7837, 1.1038)  0.000
H (1.6116, 3.5253, 0.9864)  0.000
H (2.5576, 3.2360, -0.4742)  0.000
H (2.3252, 0.9338, 0.0030)  0.001

Properties
- Orbital gap (spin up / spin down): 8.0794 / 8.3558 eV
- Spin multiplicity: 2
- Total charge: +1



Respective ΔE to the lowest compared entry with this formula, charge and spin values: 160.2, 29.5, 0.0 kcal/mol.